[1]
Below is a structure of composition C44H47BaN6O2PS4SeSi, with properties calculated with the ωB97M-V functional and the def2-TZVPD basis.

Calculated values
total charge = -2
orbital gap = 6.2 eV
2S+1 = 1
molar mass = 1095.5 g/mol
relative energy (zero: lowest compared OMol25 entry of this formula, charge and spin) = 248.6 kJ/mol
LUMO level = 3.837 eV

Last column: Löwdin charge in e.
Geometry (Å):
H -0.50396 -6.48652 -2.28664  0.02
C 2.30990 -3.18018 2.78588  -1.20
C 4.80331 -4.46106 -0.90308  -0.15
H -3.64305 -4.95289 5.90079  0.08
H 0.06013 2.96991 -2.10037  0.10
C 4.74702 -4.77518 0.44960  -0.15
O -3.01321 3.25892 -3.19294  -0.01
H -3.97387 -0.76209 -3.67110  0.11
H 5.43767 -5.05854 -1.54717  0.08
C -2.48424 -3.23090 5.92034  -0.01
N -0.44827 -0.22530 4.98771  -0.12
N -1.71842 1.15139 0.72294  -0.04
H -1.62772 -2.09452 -3.19069  0.00
C 1.64356 3.90553 -0.86033  -0.39
H -4.04694 3.64925 -1.11030  0.11
H 0.57742 4.92935 2.30385  0.08
C 0.39918 3.89633 -1.54414  -0.11
C 0.91102 2.86657 2.78396  -0.17
H -3.13237 -6.36728 -1.43452  0.03
H 2.72966 -1.74593 -1.07718  0.04
C -0.22706 -5.49766 -1.85589  -0.24
Si -1.46866 -4.86298 -0.57212  0.00
H 2.43105 4.20560 -3.31098  0.09
H 5.22107 1.51117 -1.58854  0.09
H 3.01564 5.11114 0.22458  0.05
S 1.37601 -2.89511 4.15573  0.44
C 4.01383 3.59931 -4.63658  -0.10
C 4.19890 -3.31546 -1.37994  -0.13
H -0.10929 1.04874 6.71664  0.12
H -2.42683 2.59292 -6.54655  0.07
H 0.17607 5.45987 4.70213  0.09
C 3.89080 -4.05553 1.21585  -0.52
S 4.02738 2.66460 0.63746  0.19
C 3.13791 -2.92794 0.72764  -0.29
C 5.60723 2.02585 -3.71675  -0.11
H -2.15348 -1.66151 -4.76720  0.07
C 2.05796 5.11834 -0.28037  -0.13
S 1.60680 0.79427 -0.84339  0.17
S 3.64295 -4.32729 2.92521  0.95
C 4.87363 1.95703 -2.55944  -0.13
C 5.22459 2.90082 -4.71524  -0.13
H 3.71711 4.22674 -5.46020  0.08
C -2.90696 2.07564 -2.76391  -0.42
H -2.99501 -2.91081 2.14879  0.03
H 5.80586 2.92018 -5.67079  0.10
H -1.20638 0.43834 -1.15439  0.06
H -2.05719 -5.58826 1.81876  0.03
C -0.96179 -1.15049 5.84719  -0.59
C -3.06118 -0.37115 -3.23152  -0.19
C -0.46419 4.94978 -1.42241  -0.10
H 4.66846 -3.01703 -2.39365  0.12
H -3.54324 -4.58710 -1.86289  0.01
C 3.74586 2.73605 -2.36118  -0.36
C 0.35200 3.31857 5.37070  -0.02
C -3.24867 -4.18263 5.27102  -0.10
C -3.53224 -4.08270 3.89068  -0.06
Se -1.33588 -2.63422 -0.32594  0.10
H 6.54991 1.49162 -3.83992  0.10
C -3.56840 2.89152 -0.50775  0.00
N 2.12166 -2.52687 1.58607  -0.12
H -0.27185 -5.32819 1.61006  0.02
C -2.91707 -2.99210 3.21262  -0.13
C 0.52692 2.00357 4.84656  -0.29
O -0.85736 -1.16194 7.07835  -0.04
H -2.33278 -3.32969 7.02535  0.12
C 1.13783 6.16606 -0.11862  -0.13
C 3.29840 -2.55267 -0.64955  -0.01
C -1.16837 -5.69546 1.10346  -0.23
C 0.31856 0.79548 5.71058  -0.22
C -3.57770 2.66115 0.87732  -0.05
H -1.33407 2.48955 -5.11826  0.09
C 0.46626 4.15493 3.06001  -0.05
C 3.29075 3.55564 -3.42590  -0.07
H 1.44510 7.02445 0.57002  0.11
N 0.84182 1.80539 3.58053  0.03
Ba -0.02303 -0.74022 2.25181  1.39
H -1.38346 1.10495 -6.31442  0.07
C -2.01279 1.86743 -5.79969  -0.08
H -4.29474 3.24582 1.44170  0.09
H -0.79126 6.98333 -0.57438  0.10
H 0.10734 3.52182 6.42760  0.10
H -4.06452 2.03547 -5.01961  0.12
H -4.02063 -4.89204 3.38470  0.08
C -0.11157 6.13569 -0.74924  -0.09
H -3.57959 0.37207 -5.41124  0.09
H 1.29009 0.35036 5.93433  0.12
C -3.23462 1.30714 -5.04023  -0.19
H 0.64279 -5.64244 -1.23412  0.01
C 0.22761 4.40216 4.44940  -0.06
C -1.90852 -1.22814 -3.77476  -0.09
H -0.09906 -4.77859 -2.71152  0.03
H -2.39937 1.72798 2.58566  0.11
H -1.29592 4.96829 -2.07502  0.08
H -3.12815 -0.38458 -2.15546  0.08
N -2.12848 -2.10737 3.87066  0.00
N -2.94998 1.05196 -3.61133  -0.05
H 1.21404 2.66144 1.76962  0.05
H -1.00108 -0.61573 -3.89880  0.09
H -1.01550 -6.75251 0.85873  0.01
P 2.77075 2.45441 -0.80901  -0.05
C -1.88277 1.12874 -0.61874  -0.13
C -1.89510 -2.13777 5.16708  -0.22
C -2.85174 1.93654 -1.28705  -0.10
H 5.45211 -5.51309 0.91854  0.11
C -3.24280 -5.28846 -1.06761  -0.26
H -3.86166 -5.31147 -0.19115  -0.01
C -2.61784 1.81042 1.51347  -0.10

---

[2]
Below is a structure of composition C44H47N6O3P2PdS2Se, with properties calculated with the ωB97M-V functional and the def2-TZVPD basis.

Calculated values
total charge = -1
orbital gap = 5.5 eV
2S+1 = 1
molar mass = 1019.4 g/mol
relative energy (zero: lowest compared OMol25 entry of this formula, charge and spin) = 22.2 kJ/mol
LUMO level = 2.077 eV

Last column: Löwdin charge in e.
Geometry (Å):
C 2.93791 -1.31258 17.49071  -0.32
H -3.28031 7.30160 19.43067  0.09
O 7.82680 0.15048 16.43110  -0.35
H 4.82286 3.25051 20.96845  0.04
H -3.73541 11.42236 18.36708  0.11
C -3.61114 9.30804 18.89147  -0.10
H -3.57901 4.28168 18.72003  0.09
C -1.34016 7.23906 26.45722  -0.08
N 6.69474 3.47654 20.10048  -0.15
H -3.80678 5.29977 21.84250  0.11
H -4.63824 9.11218 18.60510  0.10
H -3.10548 1.75543 22.14990  0.13
C 1.44517 1.31230 22.73976  -0.09
H 3.56045 8.90873 19.56863  0.11
H -2.25785 8.15119 24.79758  0.08
C -1.58403 8.61365 20.02758  -0.36
C 8.09153 3.66165 20.28085  -0.04
C 1.68528 8.17064 20.23711  -0.12
H -5.99459 0.72403 19.06313  0.10
H 3.09785 8.16583 23.85312  0.10
N 1.45531 4.20344 16.15996  0.09
C 3.00076 -0.52182 16.29559  -0.03
H 2.15991 3.04769 23.72407  0.11
C -0.64219 1.48998 21.45340  -0.09
H 0.81667 7.47412 23.45806  0.12
N -0.54979 5.23314 16.06506  0.08
H 5.68510 1.73302 20.53752  0.08
H 2.18826 -0.43969 15.61028  0.09
O 6.39196 1.91535 15.41968  -0.37
H -0.16977 5.80377 15.27854  0.12
H -2.95790 7.62325 22.10132  0.12
C -1.18154 6.05723 27.18488  -0.11
S -0.04229 3.78146 18.31315  0.52
C -3.17504 2.99428 20.45146  -0.39
C -1.14556 9.93328 19.99279  -0.10
C 4.02240 -1.26130 18.41649  -0.04
C 5.79986 2.72879 20.96837  -0.07
H 6.08314 -0.62436 18.72090  0.12
H -1.47056 7.89339 23.12295  0.07
P -1.90809 4.01873 21.18953  0.82
C -2.04645 5.99369 24.52463  -0.20
H 8.48666 5.15516 16.48032  0.08
C -2.93761 4.91410 22.46545  -0.29
H 4.11356 0.99223 15.27418  0.11
C -1.74246 4.77856 25.24796  -0.04
H 1.25888 8.30681 19.29108  0.08
C -4.73510 2.46821 18.71591  -0.10
C -3.79983 3.32103 19.23248  -0.10
H -1.02889 8.16738 26.84864  0.09
H -1.49605 11.97523 19.31247  0.12
H 2.12518 3.57428 16.63602  0.06
H 6.79988 5.64403 16.70061  0.06
H 9.48776 4.63457 18.87320  0.11
Pd -0.89240 5.25909 19.71995  0.02
H 2.27287 0.67556 23.09108  0.10
C -0.75971 2.83623 21.80751  -0.39
H 6.21041 2.64190 22.00323  0.09
H 0.28050 -0.38878 22.00770  0.09
N -2.13868 5.93538 23.10592  -0.20
H 0.25975 4.50420 22.81275  0.09
H -1.21606 3.89786 27.19375  0.12
H 8.56229 3.28701 21.16081  0.10
C -4.50815 0.98296 20.61069  -0.09
C 0.21469 3.41657 22.64890  -0.12
C 7.48820 4.79892 16.79635  -0.01
C 5.28686 0.12197 16.85664  -0.29
C 5.19453 -0.60651 18.04959  -0.07
H -1.34215 5.61977 16.54587  0.07
H -0.91255 6.09120 28.20788  0.08
C -1.93953 7.20669 22.38773  -0.29
C 8.49259 4.27843 19.15265  -0.09
H -1.38867 1.07748 20.80505  0.09
H 1.16849 -2.28105 17.18338  0.07
S 6.72772 1.08715 16.56502  0.45
C 3.51549 8.71629 21.76439  -0.09
H 7.09278 3.98840 16.13088  0.07
C -2.85482 8.30732 19.50747  -0.13
C -3.12192 10.59980 18.80768  -0.12
N 1.76500 -1.91612 17.89127  0.07
C 1.33683 2.66289 23.07248  -0.09
C 6.30359 3.83617 18.85281  -0.78
C 0.34527 0.69533 22.05676  -0.06
C -1.97161 7.23560 25.21335  -0.04
H 3.96286 -1.72902 19.41874  0.10
C 0.32119 4.53693 16.78405  -0.88
O 6.81423 1.81591 17.88939  -0.40
H 4.49516 9.19508 22.03234  0.11
H 1.91295 -2.60944 18.62310  0.08
H -4.85375 0.10698 21.18318  0.11
C 2.73618 8.15031 22.80755  -0.10
C 1.44967 7.73037 22.53429  -0.11
H -1.65962 3.86609 24.58636  0.11
H -5.21427 2.61541 17.73652  0.10
C -1.41403 4.82132 26.58223  -0.11
C -3.59441 1.87516 21.13415  -0.14
C 0.86661 7.70539 21.25647  -0.36
H 1.75107 4.72765 15.30712  0.13
H -0.13373 10.21097 20.28822  0.10
C -5.14503 1.32954 19.43124  -0.10
N 7.44667 4.33089 18.24194  -0.11
C 2.97816 8.65868 20.48201  -0.08
H -3.38819 4.24755 23.20742  0.09
C -1.89846 10.91088 19.40182  -0.11
P -0.84731 7.17982 20.88759  0.88
C 4.15035 0.22375 16.05863  -0.08
Se 4.53817 3.95026 18.31415  0.55